(1)
C2H2ClFNO2 | ωB97M-V/def2-TZVPD

The geometry in XYZ format:
```
9
Properties=species:S:1:pos:R:3:forces:R:3
O -0.70851 1.70245 1.67456 -1.645 0.103 2.370
C -0.22048 1.53394 0.60386 1.568 -0.781 -1.413
O 0.34208 2.25166 -0.19560 0.250 -0.579 -1.084
N -0.29415 -0.12188 0.30998 -1.993 3.198 2.379
C 0.28119 -0.84569 -0.57217 1.824 -0.513 -3.493
F -0.47955 -1.51664 -1.56999 -1.287 -0.159 -0.151
Cl 1.16635 -2.38108 0.04396 0.544 -0.068 0.447
H -1.02264 -0.36246 0.98809 0.737 -0.799 -0.609
H 0.93572 -0.26029 -1.28269 0.004 -0.401 1.553
```
Positions in Å, forces in eV/Å.

Values from the calculation:
**Charge**: -1
**2S+1**: 1
**LUMO level**: 3.73 eV
**HOMO level**: -5.53 eV
**Molecular weight**: 126.5 g mol⁻¹
**Energy**: -842.78517 Eh
**SMILES string**: O=C([O-])N[C@H](F)Cl

---

(2)
C4H8N2 | ωB97M-V/def2-TZVPD

The geometry in XYZ format:
```
14
Properties=species:S:1:pos:R:3:forces:R:3
H -1.59409 -0.55476 1.29055 0.245 0.615 -0.193
N -2.23507 -0.53137 0.46385 -0.162 -0.923 0.859
N -1.83328 0.02021 -0.53964 -0.425 0.398 -1.340
C -0.60949 0.75539 -0.70346 0.134 0.052 0.712
C 0.19901 1.23552 0.47646 0.762 -0.774 -1.083
C 0.75785 0.15402 -0.49017 -0.308 0.712 0.821
C 0.95598 -1.25262 0.00162 -0.086 0.064 -0.023
H -0.70085 1.41627 -1.55784 -0.010 -0.041 0.152
H -0.06730 0.89631 1.46828 -0.110 -0.132 -0.019
H 0.59154 2.23975 0.43913 0.029 0.040 -0.056
H 1.49520 0.45808 -1.22540 -0.065 0.206 0.119
H 0.14469 -1.56969 0.65388 0.019 -0.104 0.021
H 1.88784 -1.32407 0.56199 0.012 -0.028 0.015
H 1.00798 -1.94302 -0.83924 -0.034 -0.084 0.017
```
Positions in Å, forces in eV/Å.

Values from the calculation:
**2S+1**: 1
**LUMO level**: 1.05 eV
**HOMO level**: -8.64 eV
**Molecular weight**: 84.1 g mol⁻¹
**Energy**: -266.62770 Eh
**SMILES string**: [H]/N=N\[C@H]1C[C@H]1C

---

(3)
C28H21F3O3 | ωB97M-V/def2-TZVPD

The geometry in XYZ format:
```
55
Properties=species:S:1:pos:R:3:forces:R:3
O -2.84711 -0.76381 0.19907 -0.659 -0.249 -0.121
C -1.86637 -0.20529 -0.13845 0.162 0.006 -0.288
C -1.62011 1.17985 -0.60693 0.547 -0.048 0.159
C -0.31488 1.39295 -0.47463 0.399 0.145 -0.144
C 0.50698 2.57915 -0.73653 -0.157 0.273 0.126
C 0.19788 3.77602 -0.09512 0.095 0.215 -0.004
C 0.97160 4.91188 -0.30834 -0.110 -0.589 -0.210
C 2.04747 4.83557 -1.18324 -0.151 0.241 0.181
C 2.36994 3.64508 -1.81928 -0.030 -0.147 -0.114
C 1.60001 2.51106 -1.59884 -0.073 0.143 0.304
C 0.32242 0.12749 0.03747 -0.477 0.686 -1.021
O 1.42537 -0.00480 0.44047 0.511 -0.452 0.124
O -0.62056 -0.85428 -0.06660 0.023 -0.170 0.863
H -2.34165 1.88281 -0.98023 -0.351 -0.089 0.141
H -0.63510 3.81149 0.59369 -0.061 -0.016 0.021
H 0.72300 5.82784 0.20225 0.033 0.150 0.018
H 2.62311 5.73365 -1.35763 0.185 -0.023 -0.054
H 3.21479 3.59441 -2.49525 -0.225 0.020 0.233
H 1.83073 1.56852 -2.07364 0.142 -0.007 -0.095
F -0.96887 -4.12022 6.12418 -0.015 -0.013 0.018
C -0.55381 -3.28052 5.15292 0.063 0.135 -0.144
C -0.97758 -3.49419 3.85726 -0.142 -0.160 -0.066
C -0.55431 -2.62804 2.85977 0.052 0.044 0.092
C 0.29009 -1.57003 3.16815 -0.057 0.046 0.023
C 0.70685 -1.37520 4.47849 -0.088 -0.080 -0.069
C 0.28107 -2.23242 5.48371 0.069 0.038 0.158
H -1.62989 -4.32908 3.63573 0.016 -0.017 0.044
H -0.88355 -2.77763 1.84035 -0.002 -0.002 -0.002
H 0.62047 -0.90075 2.38829 0.084 -0.069 0.080
H 1.36754 -0.55321 4.71992 -0.001 0.005 0.017
H 0.58876 -2.09402 6.51165 -0.006 -0.033 -0.001
F -6.31844 -8.07131 0.73646 -0.013 -0.013 -0.019
C -5.68733 -7.42355 1.73579 0.092 0.100 0.146
C -4.90827 -6.32473 1.43426 0.026 0.074 -0.174
C -4.26390 -5.65801 2.46617 -0.040 -0.109 0.102
C -4.39835 -6.10217 3.77506 0.058 0.070 0.045
C -5.18410 -7.21160 4.05453 0.036 0.065 -0.087
C -5.83983 -7.87868 3.02999 -0.090 -0.136 0.050
H -4.81165 -6.00049 0.40673 -0.027 -0.014 0.000
H -3.65565 -4.79025 2.24718 -0.015 0.011 -0.034
H -3.89090 -5.58274 4.57775 -0.004 -0.002 0.002
H -5.28690 -7.56024 5.07326 -0.018 -0.006 0.003
H -6.46279 -8.74102 3.22639 0.007 -0.005 -0.032
F 4.39484 3.41826 -4.09322 0.198 0.025 -0.248
C 4.48174 4.43098 -4.98792 0.027 0.111 -0.152
C 4.95984 4.15890 -6.25276 0.048 -0.177 -0.065
C 5.04504 5.19505 -7.17090 -0.040 0.081 0.087
C 4.66179 6.48008 -6.81152 0.004 0.032 -0.039
C 4.18746 6.73009 -5.53152 0.036 -0.068 -0.080
C 4.09052 5.69861 -4.60884 -0.051 0.013 0.167
H 5.25935 3.15159 -6.50933 -0.018 -0.004 0.026
H 5.41184 4.99781 -8.16896 0.015 -0.018 0.001
H 4.73312 7.28590 -7.52951 -0.001 0.002 0.004
H 3.89181 7.73120 -5.24846 -0.017 -0.002 0.015
H 3.71644 5.87208 -3.60931 0.009 -0.013 0.014
```
Positions in Å, forces in eV/Å.

Values from the calculation:
**2S+1**: 1
**LUMO level**: -0.88 eV
**HOMO level**: -9.08 eV
**Molecular weight**: 462.5 g mol⁻¹
**Energy**: -1604.88930 Eh
**SMILES string**: O=C1C=C(c2ccccc2)C(=O)O1.Fc1ccccc1.Fc1ccccc1.Fc1ccccc1